{"formula": "C3H5NOS", "method": "the ωB97M-V functional and the def2-TZVPD basis", "species": ["S", "O", "N", "C", "C", "C", "H", "H", "H", "H", "H"], "xyz": [[1.554, -2.501, 0.700], [0.503, -1.902, -1.710], [0.333, 1.022, 0.043], [0.563, 0.226, 0.971], [-1.068, 1.338, -0.449], [0.959, -2.027, -0.653], [1.459, 0.080, 1.460], [-1.832, 0.622, 0.080], [-0.256, -0.340, 1.369], [-1.102, 1.045, -1.535], [-1.112, 2.437, -0.277]], "forces_ev_per_a": [[0.63, -0.73, 0.51], [0.14, 0.70, 0.41], [-4.29, 2.71, -4.46], [0.66, -2.84, 3.75], [1.63, -0.34, -0.45], [-0.40, -0.90, -0.84], [1.81, 0.16, 0.90], [1.56, 1.77, -0.52], [-0.49, -0.34, -0.02], [-0.13, 0.68, 0.97], [-1.12, -0.88, -0.26]], "multiplicity": 3, "total_energy_ha": -645.29750, "e_above_lowest_kcal_mol": 28.5, "orbital_gap_ha": [0.2164, 0.2887], "s_squared": 2.01, "e_lumo_ev": [0.7, -2.1], "homo_energy_ev": [-5.2, -10.0]}